[1]
The following is a quantum chemistry calculation of C15H16AsBiF6N2O2PS as an isolated structure, from the Open Molecules 2025 dataset.

Values from the calculation:
Charge ... +2
Energy above the lowest of the compared OMol25 structures with the same formula, charge and spin ... 0.0 kJ/mol
E_HOMO (alpha / beta) ... -14.2 / -15.0 eV
Orbital gap (alpha / beta) ... 7.15 / 6.83 eV
Spin multiplicity ... 2

Geometry (Å):
Bi  3.234  -0.366  -1.518
O  0.455  1.471  -1.796
C  0.386  0.603  -0.962
O  1.228  -0.418  -0.872
C  -0.638  0.659  0.154
P  -1.146  -0.940  0.853
C  -1.776  -0.732  2.487
C  -3.070  -1.144  2.835
C  -3.510  -0.958  4.132
C  -2.670  -0.385  5.079
C  -1.380  0.013  4.740
C  -0.925  -0.165  3.449
C  -2.174  -1.843  -0.248
C  -2.503  -1.336  -1.514
C  -3.294  -2.086  -2.362
C  -3.743  -3.342  -1.967
C  -3.400  -3.860  -0.722
C  -2.609  -3.122  0.137
H  -1.511  1.228  -0.172
H  -0.179  1.227  0.971
H  -3.730  -1.573  2.094
H  -4.514  -1.254  4.405
H  -3.022  -0.246  6.093
H  -0.732  0.451  5.486
H  0.088  0.121  3.191
H  -2.172  -0.353  -1.826
H  -3.572  -1.692  -3.330
H  -4.363  -3.924  -2.636
H  -3.745  -4.841  -0.428
H  -2.325  -3.531  1.099
F  3.336  1.656  -0.891
As  4.494  1.693  0.785
F  3.552  0.220  1.055
F  5.185  3.069  0.101
F  5.448  1.529  2.143
F  3.208  2.567  1.457
F  5.446  0.676  -0.268
N  2.404  2.995  -3.267
C  3.287  2.244  -3.871
N  4.310  2.751  -4.533
S  3.102  0.490  -3.938
H  2.499  4.001  -3.234
H  1.640  2.562  -2.755
H  4.435  3.747  -4.646
H  4.968  2.140  -4.992

***

[2]
The following is a quantum chemistry calculation of the molecule C20H23NO2S, from the Open Molecules 2025 dataset.

Values from the calculation:
SMILES string ... COc1cc(C(=S)N2CCCC2)ccc1OCc1ccc(C)cc1
Energy above the lowest of the compared OMol25 structures with the same formula, charge and spin ... 109.2 kJ/mol
E_HOMO ... -7.6 eV
Orbital gap ... 8.28 eV
Spin multiplicity ... 1

Geometry (Å):
C  1.887  3.827  -0.812
O  1.413  3.098  0.298
C  0.410  2.181  0.161
C  -0.211  1.842  1.356
C  -1.246  0.915  1.413
C  -1.940  0.607  2.669
S  -3.595  0.586  2.696
N  -1.238  0.374  3.780
C  0.187  0.119  3.862
C  0.304  -0.855  5.032
C  -0.779  -0.344  5.980
C  -1.905  0.046  5.028
C  -1.674  0.331  0.227
C  -1.054  0.640  -0.966
C  -0.007  1.553  -1.029
O  0.645  1.874  -2.191
C  0.167  1.351  -3.411
C  0.394  -0.131  -3.586
C  -0.426  -0.871  -4.430
C  -0.206  -2.222  -4.609
C  0.831  -2.872  -3.947
C  1.046  -4.342  -4.141
C  1.644  -2.128  -3.105
C  1.433  -0.772  -2.928
H  2.525  4.603  -0.390
H  1.069  4.292  -1.366
H  2.472  3.203  -1.490
H  0.119  2.362  2.240
H  0.565  -0.279  2.919
H  0.725  1.047  4.092
H  1.297  -0.851  5.477
H  0.069  -1.867  4.701
H  -1.096  -1.093  6.703
H  -0.418  0.531  6.521
H  -2.490  0.902  5.375
H  -2.604  -0.780  4.854
H  -2.492  -0.373  0.245
H  -1.386  0.143  -1.863
H  -0.896  1.594  -3.546
H  0.739  1.897  -4.172
H  -1.239  -0.383  -4.948
H  -0.850  -2.786  -5.269
H  0.217  -4.903  -3.710
H  1.096  -4.584  -5.201
H  1.967  -4.667  -3.664
H  2.456  -2.612  -2.580
H  2.076  -0.206  -2.271

***

[3]
The following is a quantum chemistry calculation of a 2-piece molecular cluster, C7H16N overall at a distorted geometry, from the Open Molecules 2025 dataset.

Values from the calculation:
Charge ... +1
Energy above the lowest of the compared OMol25 structures with the same formula, charge and spin ... 275.6 kJ/mol
E_HOMO ... -12.5 eV
Orbital gap ... 5.56 eV
Spin multiplicity ... 1

Geometry (Å):
C  1.981  1.205  -1.476
C  2.084  -0.300  -1.687
C  1.948  -1.147  -0.354
C  0.956  -0.480  0.593
C  1.375  0.232  1.679
C  -0.390  -0.402  0.242
C  -1.133  -1.380  -0.605
N  -5.507  1.648  1.611
H  2.459  1.765  -2.278
H  0.923  1.494  -1.456
H  2.423  1.593  -0.554
H  3.112  -0.492  -1.983
H  1.549  -2.139  -0.558
H  2.922  -1.198  0.123
H  0.679  0.776  2.309
H  2.402  0.136  2.011
H  -1.041  0.235  0.840
H  -5.720  2.422  2.226
H  -0.869  -1.257  -1.660
H  -0.880  -2.371  -0.226
H  -2.178  -1.104  -0.504
H  1.327  -0.651  -2.380
H  -4.942  0.956  2.081
H  -4.869  2.018  0.918

***

[4]
The following is a quantum chemistry calculation of C26H40N14OS2Sr as an isolated structure at a distorted geometry, from the Open Molecules 2025 dataset.

Values from the calculation:
Energy above the lowest of the compared OMol25 structures with the same formula, charge and spin ... 111.6 kJ/mol
E_HOMO ... -6.6 eV
Orbital gap ... 6.30 eV
Spin multiplicity ... 1

Geometry (Å):
Sr  0.523  0.238  -0.066
C  1.504  4.194  -0.057
C  1.086  3.776  1.375
N  1.573  2.415  1.698
C  3.051  2.413  1.931
C  3.859  1.722  0.853
N  3.278  0.473  0.366
C  4.207  -0.216  -0.588
C  4.147  0.143  -2.032
C  3.160  -0.618  -2.932
N  1.763  -0.161  -2.668
C  1.417  0.974  -3.610
C  1.645  2.269  -2.833
N  0.753  2.407  -1.675
C  0.613  3.828  -1.183
H  2.550  3.955  -0.201
H  1.621  5.318  0.037
H  0.009  3.678  1.437
H  1.363  4.557  2.109
H  1.172  2.195  2.620
H  3.239  1.871  2.881
H  3.444  3.437  2.115
H  4.832  1.588  1.318
H  4.078  2.420  0.033
H  3.126  -0.141  1.192
H  4.054  -1.292  -0.364
H  5.234  -0.098  -0.209
H  5.186  -0.018  -2.362
H  3.989  1.236  -2.125
H  3.177  -1.717  -2.669
H  3.529  -0.590  -3.992
H  1.091  -0.899  -2.869
H  0.369  0.941  -3.885
H  2.014  1.035  -4.520
H  1.459  3.021  -3.596
H  2.672  2.414  -2.598
H  -0.222  2.247  -2.034
H  -0.450  4.080  -0.902
H  0.806  4.538  -2.060
S  1.551  -0.933  3.174
C  0.119  -1.733  2.915
N  -0.743  -1.772  1.862
C  -1.821  -2.542  2.097
C  -3.055  -2.401  1.393
C  -4.185  -3.081  1.896
C  -4.032  -4.067  2.934
C  -2.829  -4.204  3.614
C  -1.758  -3.339  3.258
S  -0.496  -2.797  4.249
H  -3.141  -1.703  0.507
H  -5.113  -3.123  1.344
H  -4.841  -4.811  3.154
H  -2.650  -4.903  4.447
N  -3.015  -0.842  -3.086
C  -2.791  0.193  -2.274
O  -1.798  0.215  -1.491
C  -3.621  1.412  -2.396
C  -4.984  1.445  -2.749
N  -6.122  1.205  -3.069
C  -2.924  2.503  -1.976
N  -2.244  3.389  -1.581
H  -3.877  -1.022  -3.598
H  -2.613  -1.734  -2.954
C  -4.199  1.282  3.645
N  -3.727  1.536  2.263
C  -4.672  2.109  1.281
C  -2.465  1.472  1.919
N  -1.330  1.431  1.612
H  -5.107  1.869  3.800
H  -3.482  1.769  4.348
H  -4.313  0.192  3.795
H  -5.613  1.513  1.309
H  -4.192  2.015  0.284
H  -5.006  3.105  1.480
N  1.714  -6.744  -0.531
C  1.943  -5.430  -0.350
N  3.192  -4.988  -0.599
N  0.998  -4.525  -0.002
C  0.942  -3.310  -0.413
N  0.885  -2.176  -0.830
H  2.375  -7.311  -1.087
H  0.747  -7.050  -0.562
H  3.934  -5.698  -0.590
H  3.442  -4.049  -0.380

***

[5]
The following is a quantum chemistry calculation of the molecule C2H3N3O at a distorted geometry, from the Open Molecules 2025 dataset.

Values from the calculation:
Energy above the lowest of the compared OMol25 structures with the same formula, charge and spin ... 157.0 kJ/mol
E_HOMO ... -8.8 eV
Orbital gap ... 9.43 eV
Spin multiplicity ... 1

Geometry (Å):
N  1.061  -1.065  0.049
C  0.266  -0.242  -0.684
C  -0.923  0.295  0.083
N  -0.852  1.460  0.639
N  -0.779  2.470  1.158
O  0.475  0.018  -1.852
H  1.847  -1.508  -0.403
H  0.843  -1.292  1.005
H  -1.916  -0.106  -0.069

***

[6]
The following is a quantum chemistry calculation of C3HCoFO2 as an isolated structure at a distorted geometry, from the Open Molecules 2025 dataset.

Values from the calculation:
Charge ... +2
Energy above the lowest of the compared OMol25 structures with the same formula, charge and spin ... 48.4 kJ/mol
E_HOMO (alpha / beta) ... -17.3 / -22.2 eV
Orbital gap (alpha / beta) ... 5.86 / 8.65 eV
Spin multiplicity ... 6

Geometry (Å):
H  1.654  -0.571  0.815
O  0.558  0.819  -0.852
O  -0.833  -0.038  0.605
C  1.148  -0.372  -0.445
C  0.237  -0.902  0.476
C  -0.689  0.933  -0.342
F  -0.135  -2.191  0.484
Co  -1.941  2.323  -0.741

***

[7]
The following is a quantum chemistry calculation of the molecule C15H14N4O2 at a distorted geometry, from the Open Molecules 2025 dataset.

Values from the calculation:
SMILES string ... COc1ccc(OCc2nnnn2-c2ccccc2)cc1
Energy above the lowest of the compared OMol25 structures with the same formula, charge and spin ... 215.9 kJ/mol
E_HOMO ... -8.3 eV
Orbital gap ... 8.76 eV
Spin multiplicity ... 1

Geometry (Å):
C  3.967  1.588  0.895
O  3.916  0.183  0.865
C  2.852  -0.416  0.260
C  1.797  0.253  -0.345
C  0.758  -0.459  -0.925
C  0.750  -1.844  -0.898
O  -0.239  -2.623  -1.461
C  -1.570  -2.167  -1.346
C  -1.951  -2.023  0.088
N  -2.092  -3.011  0.940
N  -2.304  -2.466  2.127
N  -2.294  -1.205  2.067
N  -2.078  -0.859  0.790
C  -2.025  0.483  0.380
C  -1.227  1.368  1.094
C  -1.159  2.690  0.696
C  -1.882  3.126  -0.403
C  -2.693  2.243  -1.096
C  -2.775  0.918  -0.705
C  1.816  -2.517  -0.302
C  2.853  -1.813  0.263
H  4.886  1.837  1.423
H  3.114  2.011  1.436
H  4.004  2.012  -0.114
H  1.760  1.331  -0.380
H  -0.035  0.095  -1.405
H  -2.175  -2.956  -1.800
H  -1.726  -1.226  -1.889
H  -0.672  1.007  1.946
H  -0.539  3.383  1.245
H  -1.822  4.158  -0.714
H  -3.271  2.585  -1.941
H  -3.428  0.232  -1.225
H  1.804  -3.595  -0.294
H  3.680  -2.324  0.729

***

[8]
The following is a quantum chemistry calculation of the molecule C2H3N3S at a distorted geometry, from the Open Molecules 2025 dataset.

Values from the calculation:
Energy above the lowest of the compared OMol25 structures with the same formula, charge and spin ... 600.2 kJ/mol
E_HOMO (alpha / beta) ... -8.1 / -8.1 eV
Orbital gap (alpha / beta) ... 7.17 / 7.31 eV
Spin multiplicity ... 1

Geometry (Å):
C  -0.955  0.824  0.072
C  -1.840  0.009  -0.826
N  -0.588  -0.590  -1.313
N  0.119  -0.006  -0.377
N  1.297  -0.430  0.137
S  -1.689  1.741  -1.328
H  -0.990  1.240  1.062
H  -0.338  -1.456  -1.762
H  1.556  0.166  0.917